<A>
Formula: C5H11N2
Source: the OMol25 dataset
Level of theory: ωB97M-V/def2-TZVPD

Cartesian coordinates (Å):
C 2.12 0.74 0.11
C 0.82 0.42 0.06
C -0.22 1.29 -0.56
C -1.42 0.90 0.20
N -1.30 -0.54 0.14
C 0.17 -0.87 0.46
N 0.49 -1.99 -0.31
H 2.88 0.15 0.59
H 2.44 1.71 -0.30
H 0.03 2.42 -0.45
H -0.25 1.03 -1.67
H -1.39 1.06 1.28
H -2.41 1.09 -0.16
H -1.99 -1.06 0.70
H -1.38 -0.97 -0.90
H 0.24 -1.03 1.56
H 0.47 -2.91 0.23
H 1.23 -1.69 -1.03

Computed properties:
M   99.2 g/mol
HOMO-LUMO gap   10.6 eV
Net charge   +1
HOMO level   -0.506 Eh
Structure (SMILES)   C=C1CC[NH2+][C@H]1N

Results of the Löwdin charge analysis, in e, for atoms 1 through 2: 0.120, -0.286

***

<B>
Formula: C5H11N2
Source: the OMol25 dataset
Level of theory: ωB97M-V/def2-TZVPD

Cartesian coordinates (Å):
C -1.66 0.53 -0.04
C -2.80 1.01 -0.47
C -1.63 -0.90 0.17
C 2.37 0.13 1.21
C 1.81 0.33 -1.11
N 1.55 -0.15 0.27
N -0.59 -1.57 0.37
H -3.12 2.06 -0.48
H -3.70 0.46 -0.69
H -0.70 1.05 0.24
H -2.55 -1.27 0.37
H 2.19 -0.15 2.26
H 3.35 0.59 1.05
H 1.39 1.38 -1.21
H 2.90 0.41 -1.25
H 1.36 -0.36 -1.74
H -0.51 -2.59 0.65
H 0.35 -0.96 0.39

Computed properties:
M   99.2 g/mol
HOMO-LUMO gap   10.3 eV
Net charge   +1
HOMO level   -0.534 Eh

Results of the Löwdin charge analysis, in e, for atoms 1 through 2: -0.119, 0.085

***

<C>
Formula: C5H11N2
Source: the OMol25 dataset
Level of theory: ωB97M-V/def2-TZVPD

Cartesian coordinates (Å):
C 1.79 0.86 -0.58
C 0.68 0.50 0.48
N 0.38 -1.05 0.38
C -0.96 -1.32 -0.35
C -1.42 0.12 -0.69
C -1.84 1.02 0.46
N -0.57 1.17 -0.12
H 1.66 0.43 -1.54
H 2.82 0.66 -0.20
H 1.88 1.95 -0.76
H 1.16 0.83 1.42
H 0.30 -1.62 1.30
H 1.05 -1.36 -0.37
H -1.50 -2.05 0.22
H -0.80 -1.81 -1.39
H -1.84 0.19 -1.67
H -2.51 1.87 0.19
H -2.04 0.77 1.47

Computed properties:
M   99.2 g/mol
HOMO-LUMO gap   10.4 eV
Net charge   +1
HOMO level   -0.510 Eh
Structure (SMILES)   C[C@@H]1[NH2+]C[C@H]2CN21

Results of the Löwdin charge analysis, in e, for atoms 1 through 2: -0.041, -0.184

***

Least stable structure: <C>